ORCA calculation (wB97M-V/def2-TZVPD) on a cluster of 2 separate species, C6H9NO in total.

As for the largest force on an atom: 1.86 eV/Å. For the LUMO energy, the calculation gives 0.76 eV. As for the molar mass: 111.1 u. The energy relative to the best compared isomer or geometry (same formula, charge and spin) comes out at 130.82 kJ/mol.

```
! RIJCOSX wB97M-V def2-TZVPD def2/J DEFGRID3
* xyz 0 1
C 2.1222 0.5726 -0.2823
C 2.6393 1.0384 -1.4594
N 1.7037 0.7772 -2.4496
C 0.6458 0.1347 -1.9004
C 0.8341 -0.0119 -0.5452
C -0.2094 -0.4146 0.4012
C -0.8790 -1.5542 0.2898
H 2.5928 0.5936 0.6858
H 3.5279 1.6183 -1.6349
H 2.0609 0.7085 -3.3840
H -0.2456 -0.0596 -2.4768
H -0.3208 0.2161 1.2790
H -1.7565 -1.9701 0.7656
H -0.6739 -2.1727 -0.5872
H -3.8113 -0.4139 3.3307
H -3.8093 0.7964 4.1583
O -4.4209 0.1412 3.8094
*
```